{
  "formula": "C16H64N32O16",
  "method": "ωB97M-V/def2-TZVPD",
  "symbols": ["N", "N", "N", "O", "N", "N", "C", "N", "H", "N", "H", "H", "H", "H", "H", "N", "H", "C", "H", "O", "H", "H", "H", "H", "N", "O", "H", "H", "H", "C", "H", "O", "N", "H", "N", "H", "N", "O", "H", "N", "H", "O", "H", "H", "H", "H", "H", "H", "H", "H", "C", "H", "H", "H", "H", "H", "H", "N", "H", "N", "H", "N", "N", "H", "C", "H", "C", "C", "N", "H", "C", "H", "O", "O", "N", "H", "N", "N", "H", "H", "N", "N", "H", "C", "H", "H", "N", "N", "H", "H", "C", "H", "H", "O", "N", "H", "H", "H", "C", "H", "H", "O", "C", "O", "O", "N", "H", "O", "O", "O", "N", "C", "N", "H", "H", "H", "N", "H", "O", "N", "C", "H", "N", "H", "H", "C", "H", "C"],
  "xyz": [[-28.957, 14.443, 14.412], [-31.399, 14.507, 17.480], [-26.292, 17.002, 19.936], [-27.025, 20.538, 16.404], [-37.261, 22.585, 12.118], [-30.195, 24.777, 19.422], [-31.458, 19.542, 20.174], [-32.424, 18.478, 12.321], [-28.695, 14.850, 16.779], [-33.088, 12.439, 13.378], [-26.908, 17.349, 17.500], [-33.046, 21.275, 18.215], [-25.985, 22.493, 17.742], [-30.783, 22.981, 18.083], [-29.433, 19.103, 19.940], [-30.310, 19.283, 19.442], [-36.355, 20.594, 19.382], [-35.972, 22.363, 12.536], [-32.501, 23.661, 11.970], [-36.007, 13.746, 14.977], [-30.314, 19.413, 18.417], [-36.592, 22.714, 14.360], [-32.932, 23.318, 13.636], [-29.288, 14.256, 13.483], [-35.742, 22.813, 13.821], [-30.115, 23.929, 12.325], [-32.841, 12.797, 12.471], [-30.574, 18.333, 21.586], [-32.128, 18.586, 21.947], [-35.185, 14.631, 14.748], [-33.065, 11.444, 13.501], [-33.032, 16.285, 11.820], [-32.165, 20.726, 15.321], [-27.350, 23.312, 18.057], [-32.063, 18.539, 15.499], [-38.051, 22.789, 12.693], [-31.365, 18.918, 21.380], [-32.548, 16.394, 17.058], [-27.710, 18.849, 17.722], [-35.138, 18.794, 15.452], [-32.396, 27.051, 17.252], [-30.408, 19.774, 16.540], [-31.106, 25.963, 16.799], [-27.855, 21.306, 14.155], [-28.676, 17.970, 14.249], [-34.934, 24.955, 17.276], [-34.892, 22.393, 14.180], [-35.663, 18.563, 12.332], [-30.370, 21.575, 19.130], [-32.862, 18.592, 14.896], [-35.114, 19.221, 14.145], [-30.433, 25.011, 18.480], [-30.370, 15.735, 19.315], [-35.088, 14.274, 12.770], [-35.989, 18.309, 15.674], [-31.669, 19.149, 12.349], [-36.369, 17.652, 13.678], [-30.360, 22.548, 18.882], [-30.497, 14.250, 17.832], [-28.886, 15.715, 16.316], [-33.556, 22.805, 17.533], [-30.979, 16.336, 18.790], [-30.570, 24.186, 14.492], [-32.315, 15.366, 14.419], [-29.291, 15.614, 15.011], [-34.422, 19.033, 16.114], [-28.918, 19.819, 13.208], [-30.003, 23.484, 19.820], [-34.100, 25.385, 17.634], [-30.765, 15.962, 11.691], [-32.191, 17.171, 12.048], [-34.685, 20.081, 19.244], [-32.372, 20.248, 19.761], [-29.504, 23.177, 20.897], [-30.850, 16.877, 12.102], [-28.827, 16.630, 16.724], [-26.937, 22.640, 17.437], [-28.533, 18.972, 14.214], [-28.435, 13.734, 14.892], [-31.860, 17.661, 15.944], [-32.799, 14.622, 13.944], [-27.226, 18.063, 18.130], [-29.754, 24.743, 14.652], [-32.758, 13.322, 14.373], [-26.212, 16.871, 20.929], [-34.191, 26.358, 17.857], [-35.416, 20.751, 19.066], [-34.720, 15.520, 15.700], [-32.971, 20.422, 14.760], [-30.028, 25.514, 20.081], [-32.889, 25.037, 17.098], [-34.357, 16.399, 15.386], [-29.170, 22.794, 16.903], [-29.903, 16.500, 14.412], [-28.876, 21.893, 16.607], [-30.733, 17.317, 18.919], [-31.843, 21.670, 15.430], [-37.192, 22.504, 11.113], [-27.114, 17.985, 19.498], [-30.157, 17.429, 12.584], [-28.489, 21.805, 12.688], [-35.879, 22.829, 18.166], [-35.080, 21.911, 18.440], [-32.601, 23.946, 16.563], [-34.323, 20.097, 13.764], [-34.776, 14.917, 13.479], [-25.611, 16.601, 19.320], [-27.673, 18.863, 20.172], [-29.590, 19.482, 12.231], [-35.103, 21.951, 11.794], [-33.757, 21.985, 18.117], [-27.555, 21.608, 16.748], [-28.256, 21.020, 13.279], [-31.338, 24.260, 15.160], [-29.493, 21.105, 16.383], [-33.342, 18.880, 12.251], [-32.033, 26.126, 17.155], [-28.080, 19.485, 14.980], [-32.473, 12.975, 15.537], [-35.850, 18.428, 13.311], [-31.486, 19.711, 15.890], [-34.348, 15.739, 13.057], [-32.285, 23.662, 12.950], [-33.425, 14.900, 13.204], [-31.693, 14.229, 16.533], [-30.975, 23.879, 13.224], [-35.065, 15.274, 16.610], [-31.723, 15.814, 17.770]],
  "lowdin_charge": [0.185, 0.152, 0.162, -0.021, 0.146, 0.157, -0.619, 0.193, 0.089, 0.169, 0.087, 0.052, 0.099, 0.061, 0.054, 0.117, 0.098, -0.697, 0.110, 0.030, 0.071, 0.094, 0.068, 0.109, 0.152, -0.014, 0.098, 0.095, 0.108, -0.637, 0.104, -0.042, 0.202, 0.086, 0.190, 0.091, 0.167, -0.023, 0.076, 0.173, 0.103, -0.063, 0.091, 0.062, 0.062, 0.099, 0.071, 0.116, 0.071, 0.050, -0.612, 0.041, 0.091, 0.133, 0.104, 0.082, 0.100, 0.175, 0.069, 0.168, 0.038, 0.170, 0.148, 0.096, -0.630, 0.095, -0.627, -0.662, 0.192, 0.102, -0.615, 0.073, 0.014, 0.021, 0.159, 0.077, 0.151, 0.173, 0.100, 0.051, 0.106, 0.168, 0.098, -0.616, 0.109, 0.099, 0.155, 0.168, 0.048, 0.105, -0.575, 0.058, 0.058, -0.019, 0.156, 0.059, 0.080, 0.107, -0.633, 0.057, 0.092, -0.038, -0.663, -0.043, -0.041, 0.077, 0.101, -0.004, -0.007, 0.027, 0.159, -0.624, 0.176, 0.031, 0.038, 0.071, 0.151, 0.058, -0.019, 0.196, -0.572, 0.078, 0.186, -0.034, 0.053, -0.662, 0.114, -0.623],
  "spin_multiplicity": 1,
  "de_lowest_ev": 6.3514,
  "homo_lumo_gap_ev": 7.9,
  "fmax_ev_per_a": 7.55,
  "e_lumo_ha": -0.0010
}



{
  "formula": "C16H6BiCl8F9N2O2Si",
  "method": "ωB97M-V/def2-TZVPD",
  "symbols": ["N", "F", "Cl", "H", "C", "Cl", "C", "F", "Cl", "H", "C", "H", "C", "F", "Cl", "C", "C", "Cl", "C", "Cl", "Bi", "F", "N", "Si", "C", "F", "C", "H", "Cl", "F", "C", "C", "F", "Cl", "C", "O", "F", "C", "C", "O", "H", "C", "C", "H", "F"],
  "xyz": [[0.846, 1.510, 0.853], [-2.744, -1.134, 2.207], [3.703, -3.942, -2.541], [-0.807, 4.354, 1.434], [1.857, 1.977, 0.112], [0.956, -3.105, -1.341], [4.754, -1.404, 0.360], [-4.494, -2.394, 2.211], [-1.737, -1.507, -2.986], [-0.876, 1.930, 1.910], [-0.078, 2.356, 1.314], [0.016, 7.270, -0.596], [4.811, -2.292, -0.713], [-1.979, -4.372, -0.308], [6.202, -0.807, 1.063], [1.129, 5.649, -0.123], [0.998, 4.194, 0.253], [3.450, 0.032, 2.236], [3.510, -1.014, 0.852], [-2.391, 1.083, -0.814], [0.302, -0.775, 1.024], [-1.990, -3.741, 1.752], [-0.042, 6.325, -0.253], [-1.171, -0.566, -1.224], [-4.262, -2.461, -0.889], [-4.479, -0.563, 1.067], [-3.740, -1.607, 1.442], [2.563, 1.250, -0.261], [0.414, 0.536, -2.265], [-5.435, -2.796, -0.330], [1.975, 3.316, -0.193], [-0.040, 3.707, 1.033], [-4.422, -1.295, -1.505], [6.330, -2.775, -1.344], [2.324, -1.459, 0.284], [-1.989, -1.765, -0.190], [-3.970, -3.388, -1.800], [-2.733, -3.810, 0.633], [3.635, -2.807, -1.258], [2.219, 6.154, -0.272], [-0.909, 5.833, -0.383], [-3.154, -2.371, 0.203], [2.411, -2.393, -0.741], [2.802, 3.681, -0.784], [-3.769, -4.613, 0.871]],
  "lowdin_charge": [-0.164, 0.110, 0.711, 0.123, -0.185, 0.707, -0.706, 0.181, 0.339, 0.109, -0.160, 0.118, -0.697, 0.164, 0.698, -0.494, -0.104, 0.678, -0.726, 0.315, 1.522, 0.159, 0.179, -0.784, -0.578, 0.162, -0.555, 0.091, 0.146, 0.174, 0.034, 0.008, 0.137, 0.708, -0.467, -0.424, 0.163, -0.556, -0.699, 0.087, 0.104, -0.244, -0.705, 0.134, 0.185],
  "spin_multiplicity": 1,
  "de_lowest_ev": 0.6397,
  "homo_lumo_gap_ev": 7.5,
  "fmax_ev_per_a": 0.14,
  "e_lumo_ha": -0.0384
}



Copy entry 2 word for word.
{
  "formula": "C16H6BiCl8F9N2O2Si",
  "method": "ωB97M-V/def2-TZVPD",
  "symbols": ["N", "F", "Cl", "H", "C", "Cl", "C", "F", "Cl", "H", "C", "H", "C", "F", "Cl", "C", "C", "Cl", "C", "Cl", "Bi", "F", "N", "Si", "C", "F", "C", "H", "Cl", "F", "C", "C", "F", "Cl", "C", "O", "F", "C", "C", "O", "H", "C", "C", "H", "F"],
  "xyz": [[0.846, 1.510, 0.853], [-2.744, -1.134, 2.207], [3.703, -3.942, -2.541], [-0.807, 4.354, 1.434], [1.857, 1.977, 0.112], [0.956, -3.105, -1.341], [4.754, -1.404, 0.360], [-4.494, -2.394, 2.211], [-1.737, -1.507, -2.986], [-0.876, 1.930, 1.910], [-0.078, 2.356, 1.314], [0.016, 7.270, -0.596], [4.811, -2.292, -0.713], [-1.979, -4.372, -0.308], [6.202, -0.807, 1.063], [1.129, 5.649, -0.123], [0.998, 4.194, 0.253], [3.450, 0.032, 2.236], [3.510, -1.014, 0.852], [-2.391, 1.083, -0.814], [0.302, -0.775, 1.024], [-1.990, -3.741, 1.752], [-0.042, 6.325, -0.253], [-1.171, -0.566, -1.224], [-4.262, -2.461, -0.889], [-4.479, -0.563, 1.067], [-3.740, -1.607, 1.442], [2.563, 1.250, -0.261], [0.414, 0.536, -2.265], [-5.435, -2.796, -0.330], [1.975, 3.316, -0.193], [-0.040, 3.707, 1.033], [-4.422, -1.295, -1.505], [6.330, -2.775, -1.344], [2.324, -1.459, 0.284], [-1.989, -1.765, -0.190], [-3.970, -3.388, -1.800], [-2.733, -3.810, 0.633], [3.635, -2.807, -1.258], [2.219, 6.154, -0.272], [-0.909, 5.833, -0.383], [-3.154, -2.371, 0.203], [2.411, -2.393, -0.741], [2.802, 3.681, -0.784], [-3.769, -4.613, 0.871]],
  "lowdin_charge": [-0.164, 0.110, 0.711, 0.123, -0.185, 0.707, -0.706, 0.181, 0.339, 0.109, -0.160, 0.118, -0.697, 0.164, 0.698, -0.494, -0.104, 0.678, -0.726, 0.315, 1.522, 0.159, 0.179, -0.784, -0.578, 0.162, -0.555, 0.091, 0.146, 0.174, 0.034, 0.008, 0.137, 0.708, -0.467, -0.424, 0.163, -0.556, -0.699, 0.087, 0.104, -0.244, -0.705, 0.134, 0.185],
  "spin_multiplicity": 1,
  "de_lowest_ev": 0.6397,
  "homo_lumo_gap_ev": 7.5,
  "fmax_ev_per_a": 0.14,
  "e_lumo_ha": -0.0384
}